(1)
{
  "formula": "C36H35Br2IN5O3RbSi",
  "method": "ωB97M-V with the def2-TZVPD basis set",
  "e_homo_ev": -1.09,
  "lumo_ev": 3.64,
  "total_charge": -2,
  "total_energy_ha": -7651.73041,
  "gap_ha": 0.174,
  "elements": ["Rb", "C", "C", "N", "C", "C", "C", "O", "C", "C", "N", "C", "C", "C", "C", "C", "C", "I", "C", "O", "H", "H", "H", "H", "H", "H", "H", "H", "H", "H", "H", "H", "Br", "C", "C", "C", "Br", "C", "C", "C", "C", "N", "C", "C", "O", "H", "H", "H", "H", "C", "C", "C", "C", "N", "N", "C", "H", "H", "H", "H", "H", "H", "H", "H", "C", "Si", "C", "C", "C", "C", "C", "C", "C", "H", "H", "H", "H", "H", "H", "H", "H", "H", "H", "H"],
  "coordinates": [[-0.6439, -0.2460, 0.1353], [3.9795, -0.1714, 2.5640], [3.2047, 1.0524, 2.1823], [3.8802, 2.1370, 1.9000], [3.2178, 3.2566, 1.5894], [1.8443, 3.3574, 1.6098], [1.1577, 4.6751, 1.3649], [0.4048, 5.1417, 2.4757], [1.0902, 2.2263, 1.9790], [-0.3361, 2.2912, 2.1046], [-1.0946, 1.6436, 2.9293], [-0.6777, 0.9843, 4.0416], [0.2862, 1.4943, 4.9307], [0.4987, 0.9164, 6.1632], [-0.2056, -0.2150, 6.5489], [-1.1315, -0.7640, 5.6767], [-1.3682, -0.1583, 4.4643], [-2.8667, -0.9410, 3.1939], [1.7655, 0.9692, 2.2060], [1.1647, -0.1175, 2.3923], [5.0228, 0.0844, 2.7352], [3.9129, -0.9156, 1.7707], [3.5387, -0.6083, 3.4590], [3.8381, 4.1129, 1.3522], [0.5082, 4.5966, 0.4791], [1.9010, 5.4505, 1.1707], [-0.2362, 4.4489, 2.6884], [-0.8789, 2.9406, 1.4098], [0.8509, 2.3665, 4.6316], [1.2237, 1.3530, 6.8363], [-0.0408, -0.6694, 7.5166], [-1.6769, -1.6566, 5.9490], [-3.9259, 2.9356, -2.9561], [-4.5029, 1.1299, -2.7136], [-5.6254, 0.6913, -3.3803], [-6.0406, -0.6113, -3.2101], [-7.6210, -1.1779, -4.1463], [-5.3386, -1.5083, -2.3982], [-5.6983, -2.8570, -2.2087], [-4.9250, -3.6612, -1.4112], [-3.7930, -3.1090, -0.8051], [-3.4362, -1.8549, -0.9554], [-4.1696, -1.0428, -1.7205], [-3.7091, 0.3424, -1.8365], [-2.7171, 0.7848, -1.2336], [-6.1750, 1.3591, -4.0286], [-6.5816, -3.2400, -2.7056], [-5.1796, -4.7013, -1.2522], [-3.1499, -3.7084, -0.1729], [1.8044, -4.9450, -2.9381], [1.1646, -4.6648, -1.6260], [0.8956, -5.4837, -0.5477], [0.2378, -4.6617, 0.3853], [0.1234, -3.4382, -0.0948], [0.6788, -3.4496, -1.3007], [-0.2959, -5.0166, 1.7278], [2.0706, -5.9966, -3.0100], [2.7027, -4.3434, -3.0661], [1.1210, -4.7004, -3.7500], [1.1439, -6.5204, -0.4441], [0.7645, -2.5717, -1.8118], [-0.1293, -6.0682, 1.9471], [-1.3632, -4.8067, 1.7709], [0.1872, -4.4082, 2.4898], [3.6780, -0.0303, -2.1117], [1.7610, 0.2611, -2.3090], [1.5791, 0.0950, -4.2585], [1.6147, 2.1866, -2.2155], [2.6284, 3.0444, -1.7887], [2.4717, 4.4202, -1.8030], [1.2791, 4.9839, -2.2242], [0.2410, 4.1527, -2.6183], [0.4153, 2.7826, -2.6044], [4.2803, 0.4705, -2.8722], [3.9215, -1.0924, -2.1523], [4.0017, 0.3253, -1.1353], [2.1913, 0.8225, -4.7926], [0.5460, 0.2631, -4.5503], [1.8546, -0.8964, -4.6214], [3.5645, 2.6358, -1.4304], [3.2837, 5.0634, -1.4772], [1.1558, 6.0606, -2.2431], [-0.7079, 4.5738, -2.9284], [-0.4073, 2.1495, -2.9092]],
  "mulliken_charge": [0.90, -1.42, 0.59, -0.63, -1.18, 0.78, -1.03, -0.66, 2.33, -2.30, -0.46, 0.51, 0.21, -0.85, -0.50, -0.59, -0.29, 0.08, 0.63, -0.98, 0.39, 0.21, 0.31, 0.36, 0.23, 0.40, 0.54, 0.82, 0.42, 0.38, 0.36, 0.37, -0.25, 0.08, -0.46, 0.20, -0.34, 0.76, -0.77, -0.83, -0.30, -0.01, -0.41, 0.35, -0.44, 0.41, 0.29, 0.40, 0.41, -1.16, 0.36, -0.84, 0.46, -0.23, 0.47, -1.10, 0.32, 0.25, 0.28, 0.37, -0.06, 0.32, 0.21, 0.21, -1.29, 0.08, -1.47, 0.49, 0.05, -0.40, -0.60, -0.59, -0.40, 0.34, 0.28, 0.26, 0.38, 0.27, 0.34, 0.20, 0.36, 0.32, 0.33, 0.14]
}

***

(2)
{
  "formula": "C36H35BrIrN5OS",
  "method": "ωB97M-V with the def2-TZVPD basis set",
  "multiplicity": 2,
  "relative_energy_kj_mol": 122.6,
  "e_homo_ev": [-10.59, -10.61],
  "s2": 0.7767,
  "lumo_ev": [-3.99, -5.33],
  "total_charge": 1,
  "total_energy_ha": -4818.12379,
  "gap_ha": [0.243, 0.194],
  "elements": ["Ir", "N", "C", "S", "N", "N", "C", "C", "C", "C", "C", "C", "C", "C", "C", "C", "C", "C", "N", "H", "H", "H", "H", "H", "H", "H", "H", "H", "H", "H", "C", "C", "C", "C", "C", "C", "C", "Br", "C", "O", "C", "C", "C", "C", "C", "C", "H", "H", "H", "H", "H", "H", "H", "H", "H", "H", "H", "H", "H", "H", "H", "H", "H", "H", "H", "H", "N", "C", "C", "C", "C", "C", "C", "C", "C", "C", "H", "H", "H", "H"],
  "coordinates": [[0.6659, 1.2012, 1.6381], [4.6157, 1.0199, 3.1768], [3.2915, 0.9706, 3.0049], [2.6038, 2.2069, 1.8934], [2.5875, 0.0856, 3.6422], [1.2596, 0.2203, 3.3416], [0.3472, -0.1644, 4.1668], [0.6024, -0.9449, 5.3915], [1.1819, -2.2065, 5.2798], [1.4260, -2.9563, 6.4178], [1.1075, -2.4453, 7.6692], [0.5418, -1.1840, 7.7838], [0.2830, -0.4342, 6.6467], [-0.9656, 0.4124, 3.8388], [-2.1038, 0.2505, 4.6072], [-3.2194, 1.0279, 4.3350], [-3.1682, 1.9578, 3.3116], [-2.0240, 2.0438, 2.5397], [-0.9644, 1.2727, 2.7889], [5.1673, 1.7376, 2.7430], [5.0540, 0.3814, 3.8199], [1.4390, -2.5927, 4.3013], [1.8693, -3.9390, 6.3302], [1.3035, -3.0312, 8.5572], [0.3048, -0.7808, 8.7591], [-0.1448, 0.5568, 6.7384], [-2.0953, -0.4617, 5.4192], [-4.1147, 0.9180, 4.9315], [-4.0082, 2.5985, 3.0865], [-1.9326, 2.7097, 1.6937], [-1.8657, 0.1610, -5.2892], [-0.7275, -0.6897, -4.7268], [-0.8257, -2.1102, -5.3076], [0.6095, -0.0496, -5.1425], [-0.7647, -0.7693, -3.2147], [-1.7961, -0.1959, -2.4603], [-1.7162, -0.2085, -1.0986], [-3.1407, 0.4596, -0.0899], [-0.5684, -0.7456, -0.3958], [-0.3958, -0.5193, 0.8383], [0.3664, -1.5487, -1.1741], [0.2541, -1.4849, -2.5324], [1.4262, -2.4081, -0.4887], [2.1341, -3.3155, -1.4990], [2.4951, -1.5333, 0.1808], [0.7554, -3.3079, 0.5636], [-1.7668, 0.2238, -6.3729], [-1.8366, 1.1791, -4.8945], [-2.8440, -0.2730, -5.0746], [-0.8019, -2.0536, -6.3967], [-1.7595, -2.5911, -5.0125], [0.0028, -2.7437, -4.9892], [0.6510, 0.0185, -6.2304], [1.4673, -0.6353, -4.8119], [0.6999, 0.9583, -4.7327], [-2.6456, 0.2668, -2.9387], [0.9729, -2.0152, -3.1385], [2.7208, -2.7480, -2.2235], [1.4303, -3.9533, -2.0373], [2.8257, -3.9644, -0.9615], [2.9382, -0.8345, -0.5315], [3.2888, -2.1718, 0.5738], [2.0827, -0.9666, 1.0133], [-0.0059, -3.9428, 0.1062], [0.2919, -2.7240, 1.3573], [1.5085, -3.9592, 1.0101], [-2.4741, 4.8509, -7.1055], [-2.0959, 4.5235, -6.0713], [-1.6239, 4.0907, -4.7843], [-0.2551, 3.9852, -4.5440], [0.1958, 3.5422, -3.3149], [-0.7107, 3.1896, -2.3100], [-2.0812, 3.3082, -2.5602], [-2.5364, 3.7589, -3.7853], [-0.2417, 2.6943, -1.0505], [0.1320, 2.2043, -0.0057], [0.4464, 4.2541, -5.3220], [1.2568, 3.4627, -3.1189], [-2.7867, 3.0475, -1.7817], [-3.5968, 3.8531, -3.9770]],
  "mulliken_charge": [1.70, -0.41, 0.67, -0.47, -1.17, 0.93, 0.39, -0.29, -0.15, -0.73, -0.43, -0.82, -0.19, 0.61, -0.64, -0.54, -0.78, -0.40, -0.34, 0.19, 0.24, 0.51, 0.42, 0.41, 0.40, 0.56, 0.61, 0.48, 0.46, 0.55, -2.12, 1.85, -1.75, -1.43, -0.20, 0.20, -0.17, 0.01, 0.33, -0.97, -0.38, -0.38, 2.39, -2.30, -1.59, -1.77, 0.49, 0.34, 0.37, 0.48, 0.38, 0.33, 0.48, 0.33, 0.20, 0.60, 0.49, 0.39, 0.43, 0.47, 0.33, 0.55, 0.27, 0.39, 0.23, 0.47, -0.48, -0.13, 0.53, -0.58, -0.66, 0.81, -0.37, -0.60, 0.07, -1.07, 0.49, 0.52, 0.49, 0.47]
}

***

(3)
{
  "formula": "C36H35BrN8O5S2W",
  "method": "ωB97M-V with the def2-TZVPD basis set",
  "relative_energy_kj_mol": 57.4,
  "e_homo_ev": -6.35,
  "lumo_ev": -0.49,
  "total_energy_ha": -5644.60912,
  "gap_ha": 0.215,
  "elements": ["W", "C", "C", "C", "C", "C", "C", "C", "S", "O", "O", "N", "C", "C", "O", "O", "H", "H", "H", "H", "H", "H", "H", "H", "H", "C", "C", "C", "C", "C", "C", "C", "C", "C", "S", "C", "N", "H", "H", "H", "H", "H", "H", "H", "H", "N", "C", "C", "N", "C", "C", "N", "C", "C", "N", "H", "H", "H", "H", "H", "H", "Br", "C", "C", "C", "C", "C", "C", "H", "H", "H", "H", "N", "C", "N", "C", "C", "O", "C", "C", "H", "H", "H", "H", "H", "H", "H", "H"],
  "coordinates": [[0.0814, 0.5540, -0.3255], [-0.7284, -3.8725, 6.4244], [-1.1798, -3.2995, 5.1089], [-2.0019, -2.1787, 5.0612], [-2.4347, -1.6582, 3.8497], [-2.0126, -2.2355, 2.6592], [-1.2150, -3.3715, 2.6916], [-0.8068, -3.8953, 3.9072], [-2.5235, -1.5619, 1.0850], [-2.1299, -2.5609, 0.1267], [-3.9326, -1.2972, 1.2600], [-1.7648, -0.1815, 0.8080], [-2.2787, 0.8313, 1.7329], [-1.8377, 2.1920, 1.3093], [-2.3521, 3.2252, 1.6787], [-0.7752, 2.1775, 0.5360], [-0.7455, -3.1160, 7.2083], [0.2867, -4.2656, 6.3553], [-1.3779, -4.6933, 6.7379], [-2.3162, -1.7104, 5.9868], [-3.1118, -0.8159, 3.8323], [-0.9238, -3.8351, 1.7571], [-0.1802, -4.7811, 3.9243], [-1.8594, 0.7046, 2.7435], [-3.3641, 0.8120, 1.8104], [3.3761, -0.2301, 0.4863], [2.5819, -1.4330, 0.0739], [3.2396, -2.6756, 0.2715], [2.6449, -3.8349, -0.0981], [1.4158, -3.7824, -0.7933], [0.8317, -4.9314, -1.3700], [-0.2627, -4.7964, -2.1776], [-0.8114, -3.5282, -2.4197], [-0.3080, -2.4007, -1.8144], [-1.0155, -0.8349, -2.0581], [0.8255, -2.5191, -0.9768], [1.3634, -1.3585, -0.4364], [3.6674, -0.3220, 1.5338], [2.8290, 0.6957, 0.3731], [4.2912, -0.2090, -0.1142], [4.2089, -2.6650, 0.7514], [3.1182, -4.7930, 0.0829], [1.2876, -5.8972, -1.1918], [-0.7110, -5.6669, -2.6384], [-1.6837, -3.4294, -3.0530], [3.2543, 1.4423, -3.3912], [2.9207, 0.2219, -3.9470], [1.9143, -0.2835, -3.1866], [1.6278, 0.5978, -2.1662], [2.4525, 1.6067, -2.3153], [2.3361, 2.6561, -1.3521], [1.5030, 2.4419, -0.3564], [1.4494, 3.6316, 0.3430], [2.2827, 4.5361, -0.2346], [2.8470, 3.9054, -1.3231], [4.0252, 2.0242, -3.6642], [3.4197, -0.1641, -4.8174], [1.3683, -1.2013, -3.3090], [0.7840, 3.7811, 1.1705], [2.5109, 5.5550, 0.0203], [3.4933, 4.3102, -1.9751], [2.1229, -0.3663, 6.2705], [1.5702, -0.1081, 4.4705], [1.3433, -1.2052, 3.6592], [0.9284, -1.0046, 2.3529], [0.7476, 0.2618, 1.7782], [0.9490, 1.3275, 2.6620], [1.3592, 1.1644, 3.9842], [1.4574, -2.2093, 4.0459], [0.7190, -1.8948, 1.7797], [0.7493, 2.3399, 2.3472], [1.4925, 2.0264, 4.6248], [-0.8793, 1.8615, -1.9793], [-1.3661, 2.5209, -2.7870], [-1.9421, 3.2879, -3.6839], [-2.9169, 4.3101, -3.3003], [-4.0293, 4.3155, -4.3329], [-3.5019, 4.4711, -5.6410], [-2.6585, 3.3875, -5.9858], [-1.4553, 3.3335, -5.0613], [-2.4293, 5.2895, -3.2682], [-3.3026, 4.0760, -2.3093], [-4.7011, 5.1544, -4.1602], [-4.6005, 3.3816, -4.2691], [-2.3436, 3.5444, -7.0163], [-3.2145, 2.4439, -5.9216], [-0.8394, 4.2282, -5.2039], [-0.8523, 2.4468, -5.2514]],
  "mulliken_charge": [3.28, -1.64, 1.06, -0.92, -0.43, -0.37, -0.09, -0.76, 1.20, -0.61, -0.84, -0.52, -0.15, -0.15, -0.73, -0.80, 0.38, 0.37, 0.33, 0.36, 0.63, 0.59, 0.36, 0.02, 0.79, -1.48, 1.32, -1.29, -1.39, 1.12, -0.81, -0.98, -0.63, 1.00, -0.56, -1.43, 1.50, 0.43, -0.24, 0.53, 0.58, 0.44, 0.42, 0.40, 0.49, -0.05, -1.26, -0.66, 0.96, -0.01, -0.31, 0.37, -0.59, -1.14, 0.01, 0.18, 0.44, 0.51, 0.53, 0.42, 0.17, -0.24, -0.62, -1.20, 0.57, 1.43, 0.02, -0.88, 0.67, 0.18, -0.11, 0.44, -0.85, 0.15, 0.08, -0.48, -0.63, -0.39, -0.68, -0.47, 0.28, 0.36, 0.36, 0.33, 0.37, 0.33, 0.28, 0.38]
}

***

Question: What is the formula in the second record?
Answer: C36H35BrIrN5OS